Entry from the Open Molecules 2025 dataset: 2 unconnected molecules or ions with the total composition C3H9NO2 in a non-equilibrium geometry (ωB97M-V/def2-TZVPD).

As for the SMILES: CC(=O)O.CN. The LUMO energy is 0.0295 Ha. Its HOMO-LUMO gap is 10.58 eV. The value obtained for the energy above the lowest of the compared OMol25 structures with the same formula, charge and spin is 44.1 kcal/mol. The total energy is -324.90239 a.u.

```
! wB97M-V def2-TZVPD RIJCOSX def2/J DEFGRID3
* xyz 0 1
C -0.3608 2.5415 -0.8731
N -1.1113 1.8443 -1.9886
H 0.1970 -0.2101 -0.7726
H -2.1297 2.1921 -2.0417
H -0.5564 2.1074 -2.7878
H 0.6511 2.0023 -0.7988
H -0.9525 2.1899 0.0064
H -0.4172 3.6642 -0.9802
C 1.1069 -1.2723 1.9916
C 0.2217 -1.3671 0.7806
O 0.8688 -0.6085 -0.1228
O -0.7588 -1.9303 0.4986
H 1.9533 -0.5197 2.0003
H 1.8862 -2.0765 1.9993
H 0.4597 -1.3613 2.8936
*
```

Results of the Mulliken charge analysis, in e, for atoms 1 through 2: number 1, C, carries -0.7016; number 2, N, carries -0.5565